Record 1
65
Properties=species:S:1:pos:R:3:forces:R:3:mulliken_charge:R:1 method="wB97M-V/def2-TZVPD" e_tot_ha=-9531.4257 e_above_lowest_kcal_mol=27.3 lumo_energy_ha="0.076 / 0.083" charge=-1 spin_multiplicity=6
Fe 1.719308 -0.816072 -0.869511 -1.46 0.54 -0.05 0.86
Se 2.084362 0.879690 -2.757407 0.15 0.02 -0.17 -0.60
Te 3.798633 -0.935428 -2.452863 0.54 0.04 -0.18 -0.24
Te 2.637594 -3.250563 -1.206394 0.24 -0.64 -0.03 -0.10
Se 1.408763 -2.579715 0.889885 0.20 -0.04 0.07 -0.52
C 4.428569 3.419610 2.240982 0.15 0.12 0.22 -1.02
Si 3.516933 2.867367 0.734386 -0.15 -0.24 0.01 0.46
C 4.708675 2.682867 -0.655543 0.20 -0.04 -0.24 -0.93
C 2.119782 4.010957 0.326902 -0.27 0.19 -0.03 0.40
C 1.723965 4.194922 -1.001237 -0.06 0.03 0.01 -0.19
C 0.657579 5.025466 -1.319474 0.04 -0.03 0.06 -0.77
C -0.032685 5.682639 -0.310397 0.00 0.01 0.00 -0.38
C 0.345268 5.512460 1.014578 0.04 -0.03 -0.01 -0.65
C 1.414369 4.684070 1.329692 -0.04 0.02 -0.10 0.00
H 4.815339 4.428327 2.062422 0.00 -0.02 0.04 0.32
H 5.275040 2.751639 2.415648 -0.02 0.01 0.05 0.31
H 3.791389 3.415910 3.122945 0.05 0.00 0.00 0.28
H 5.222979 3.636295 -0.808761 0.00 -0.03 -0.06 0.33
H 4.213450 2.373531 -1.577806 0.05 0.02 0.01 0.14
H 5.454657 1.928090 -0.396635 0.02 0.01 -0.04 0.28
H 2.237538 3.660919 -1.792249 -0.01 0.01 0.00 0.28
H 0.359457 5.148436 -2.353150 0.00 0.00 0.00 0.38
H -0.870021 6.324462 -0.556146 -0.01 0.00 0.00 0.37
H -0.197009 6.017884 1.804024 -0.01 0.00 0.00 0.38
H 1.689758 4.547632 2.368103 0.01 -0.02 0.03 0.20
Cl -0.949734 -4.898509 -2.131730 0.13 -0.05 0.09 -0.11
C -1.323943 -4.886223 -0.439412 0.12 -0.23 -0.10 1.03
C -0.807600 -5.915545 0.333392 0.04 -0.03 -0.04 -0.69
C -0.951892 -5.916948 1.708082 -0.08 0.10 -0.06 -0.50
C -1.631983 -4.869317 2.310370 0.04 -0.04 0.00 -0.61
C -2.172776 -3.872350 1.527698 -0.06 0.06 0.07 0.66
Cl -3.013567 -2.568872 2.338391 0.05 -0.04 -0.12 -0.27
C -2.052190 -3.838516 0.128253 -0.12 0.02 0.07 -0.88
N -2.568227 -2.772137 -0.572915 -0.12 0.16 -0.05 0.06
C -3.074760 -2.725624 -1.884284 0.12 -0.03 0.28 0.01
C -3.759408 -3.794285 -2.443486 -0.11 -0.06 -0.07 0.03
C -4.232085 -3.711867 -3.744702 -0.02 0.04 0.02 -0.56
C -4.044002 -2.552596 -4.485313 0.07 -0.02 0.14 -0.72
C -3.381918 -1.478295 -3.903049 -0.05 0.03 -0.02 -0.88
C -2.895854 -1.543765 -2.606338 -0.05 -0.08 -0.10 0.68
C -2.199439 -0.394406 -1.953277 -0.23 0.20 0.00 -1.29
C -0.777084 -0.659575 -1.510037 -0.08 0.30 0.40 1.17
O -0.353423 0.053403 -0.545544 0.21 -0.08 -0.23 -1.04
O -0.066471 -1.493413 -2.086320 0.40 -0.06 -0.01 -0.72
H -0.247718 -6.693851 -0.166727 0.00 0.00 0.00 0.41
H -0.521215 -6.709090 2.303952 0.00 0.00 0.01 0.37
H -1.747881 -4.814949 3.383579 0.01 0.00 0.00 0.41
H -2.639336 -1.920730 -0.038027 0.02 -0.03 -0.04 0.24
H -3.901632 -4.695235 -1.858880 -0.01 0.01 -0.03 0.46
H -4.751931 -4.557847 -4.176349 0.00 0.00 -0.01 0.39
H -4.403808 -2.483912 -5.503197 -0.01 -0.01 -0.01 0.37
H -3.223367 -0.566085 -4.466707 -0.01 -0.01 -0.02 0.36
H -2.739296 -0.063453 -1.060369 -0.05 0.07 -0.05 0.37
H -2.173692 0.470506 -2.621247 0.05 -0.05 -0.02 0.51
S 2.729708 0.847388 1.019746 -0.14 -0.03 0.49 -0.19
C 1.499511 1.193207 2.288809 0.08 0.01 -0.17 0.46
N 0.274511 0.644303 2.060954 0.04 0.03 -0.28 0.49
C -0.734442 0.804152 3.008838 -0.01 0.07 0.11 -0.30
C -0.468006 1.575405 4.103471 -0.07 -0.10 0.02 -0.58
C 0.789778 2.152367 4.247080 0.18 -0.06 -0.20 -0.58
N 1.802944 1.898067 3.315650 -0.04 0.11 0.25 -0.36
H 0.031655 0.366076 1.108212 -0.02 -0.18 0.09 0.06
H -1.659437 0.286062 2.818307 -0.03 0.01 -0.02 0.34
H -1.232578 1.714602 4.856387 0.01 0.03 0.00 0.39
H 1.048891 2.780469 5.084748 0.06 0.01 0.01 0.42

=====

Record 2
70
Properties=species:S:1:pos:R:3:forces:R:3:mulliken_charge:R:1 method="wB97M-V/def2-TZVPD" e_tot_ha=-4309.4574 e_above_lowest_kcal_mol=1.9 lumo_energy_ha="0.081 / 0.080" charge=-1 spin_multiplicity=6
Fe -0.960545 -1.372636 -1.553383 0.17 0.05 0.31 1.49
O -0.896512 -5.319270 -2.989221 -0.06 0.05 -0.03 -0.54
C -0.568759 -4.099008 -2.497044 0.11 -0.15 0.08 0.18
O -1.166449 -3.074019 -2.913382 -0.20 -0.02 -0.31 -0.83
C 0.451886 -4.028420 -1.532283 0.03 0.02 -0.03 0.24
C 1.167136 -5.114130 -0.957414 -0.02 0.07 -0.06 -0.95
C 2.130496 -4.857180 -0.029904 0.07 0.04 0.05 -0.47
C 2.411971 -3.512826 0.355589 0.06 -0.15 -0.02 -0.99
C 1.652530 -2.525605 -0.210202 -0.09 0.10 -0.21 -0.05
N 0.701891 -2.734089 -1.131048 -0.03 -0.13 0.29 0.56
C 1.821696 -1.071428 0.122091 -0.40 0.09 -0.04 0.18
O 2.879373 -0.531605 0.289148 0.08 0.02 0.02 -0.62
O 0.616647 -0.475718 0.101172 0.22 0.07 0.13 0.15
H -1.669285 -5.169798 -3.550029 0.01 -0.03 0.00 0.34
H 0.924459 -6.123176 -1.260756 0.01 0.00 0.00 0.48
H 2.679992 -5.673195 0.422070 0.00 0.01 0.00 0.42
H 3.173483 -3.260633 1.078703 0.00 -0.01 -0.01 0.57
O -3.013454 1.636291 -2.127542 -0.02 0.09 0.01 -0.68
P -2.893669 1.121155 -0.623256 0.48 -0.08 -0.07 0.46
O -3.239858 2.179295 0.321866 -0.04 -0.03 0.01 -0.76
O -1.477489 0.458092 -0.507334 -0.56 0.00 -0.18 1.48
O -3.916216 -0.120882 -0.552719 -0.15 0.10 0.15 -0.41
P -3.736140 -1.596032 -1.167472 0.18 -0.15 -0.24 0.96
O -3.040272 -1.093465 -2.605714 -0.23 -0.14 -0.16 -0.66
O -5.030307 -2.242842 -1.392859 0.04 -0.07 0.13 -0.81
O -2.565459 -2.287889 -0.502094 -0.26 0.07 0.22 -0.68
H -2.823726 0.927360 -2.759576 -0.02 -0.06 0.03 0.39
H -2.972943 -1.861482 -3.192080 0.10 0.05 -0.06 0.35
N 1.282488 0.917526 -4.410272 0.02 -0.07 -0.08 -0.49
C 0.955843 -0.131329 -3.597840 -0.24 0.37 0.04 0.56
N 1.878114 -1.092305 -3.424973 0.05 -0.21 0.10 -0.25
O -0.173483 -0.167619 -3.090692 0.33 -0.06 -0.15 -0.58
H 2.251429 1.126927 -4.574454 0.00 0.02 0.01 0.23
H 0.667318 1.709064 -4.311915 0.02 0.04 0.05 0.26
H 2.810655 -0.996778 -3.781634 -0.01 0.00 0.03 0.24
H 1.666776 -1.831638 -2.761575 -0.04 0.08 -0.06 -0.06
C 0.743675 4.649587 -1.876491 0.00 -0.01 0.01 -0.64
C -0.288475 4.701107 -0.949856 0.03 -0.05 0.00 -0.84
C -0.527495 3.622743 -0.105602 0.04 0.05 0.01 -0.40
C 0.260454 2.471359 -0.173195 -0.25 0.15 -0.13 0.50
C 1.300827 2.439036 -1.103845 0.07 0.04 0.03 0.44
C 1.543804 3.515918 -1.946486 -0.02 0.01 0.00 -0.99
Si -0.027125 0.949719 0.880077 0.71 -0.14 0.36 0.71
C 1.432828 1.191742 2.149840 0.08 -0.03 0.02 0.26
C 1.653089 0.207873 3.125685 -0.06 0.03 -0.04 -0.27
C 2.670749 0.305473 4.061085 0.01 0.06 -0.03 -0.82
C 3.501192 1.421750 4.066981 -0.02 -0.04 -0.01 -0.56
C 3.294138 2.423759 3.133279 -0.04 -0.02 -0.04 -0.72
C 2.276570 2.303371 2.188441 -0.02 -0.05 0.02 -0.70
C -1.312583 0.661982 2.214493 -0.30 0.10 -0.07 0.48
C -2.147411 -0.455739 2.251712 0.07 -0.04 0.01 0.05
C -3.109388 -0.595388 3.244396 0.04 0.04 0.00 -0.90
C -3.271079 0.396083 4.200459 0.00 0.00 0.00 -0.50
C -2.444257 1.511863 4.182606 0.03 -0.01 -0.02 -0.88
C -1.463467 1.631593 3.209648 0.02 -0.08 0.01 -0.23
H 0.925959 5.488235 -2.537984 0.01 0.01 0.00 0.35
H -0.922029 5.577790 -0.892077 0.00 0.00 0.01 0.40
H -1.358829 3.669899 0.588916 0.03 -0.04 -0.06 0.32
H 1.952211 1.570462 -1.149825 -0.01 0.00 -0.01 0.39
H 2.367382 3.476038 -2.651704 0.00 0.01 0.00 0.45
H 1.000065 -0.661701 3.160435 0.01 0.02 -0.01 0.31
H 2.813610 -0.480921 4.793524 0.00 0.00 -0.01 0.40
H 4.298637 1.506979 4.796063 -0.01 0.01 0.00 0.35
H 3.929047 3.302776 3.133993 -0.01 0.00 -0.01 0.38
H 2.145921 3.100406 1.464455 0.01 -0.01 0.01 0.27
H -2.062811 -1.227443 1.493921 -0.03 0.05 -0.01 0.13
H -3.748815 -1.469780 3.250457 0.01 0.00 0.00 0.44
H -4.042375 0.302735 4.955713 0.01 0.00 0.01 0.36
H -2.562394 2.288233 4.929150 0.00 0.00 0.00 0.38
H -0.801241 2.491749 3.229764 -0.02 0.00 -0.02 0.36

=====

Record 3
64
Properties=species:S:1:pos:R:3:forces:R:3:mulliken_charge:R:1 method="wB97M-V/def2-TZVPD" e_tot_ha=-13068.0568 e_above_lowest_kcal_mol=6.6 lumo_energy_ha="-0.076 / -0.070" spin_multiplicity=2
W -2.327655 -1.841719 2.384458 -0.50 0.70 0.21 -0.91
S -2.225732 -5.435054 3.600217 -0.11 0.08 0.01 -0.35
Sb -1.922638 -3.600754 5.106431 0.20 -0.09 0.09 0.40
S -3.664557 -2.142472 4.230211 0.09 0.07 -0.10 -0.30
S -0.416809 -2.485852 3.575499 0.08 0.04 0.09 -0.42
I 2.572173 -1.957111 1.706263 0.04 0.02 0.08 0.22
C 3.767391 -0.644251 0.589798 0.19 -0.06 0.12 -0.28
C 4.952072 -0.312082 1.188575 0.00 -0.01 0.01 -0.53
C 5.985136 0.315878 0.464266 -0.03 -0.01 -0.02 -0.75
C 5.836104 0.507336 -0.874605 -0.02 -0.01 0.02 -0.85
C 4.619773 0.175959 -1.521427 0.07 0.01 -0.03 0.75
C 4.515388 0.326011 -2.925890 -0.04 -0.02 0.02 -0.78
C 3.355666 0.020496 -3.571482 0.01 0.01 0.05 -1.11
C 2.221778 -0.320470 -2.811018 -0.07 0.01 -0.03 -0.10
C 2.256899 -0.444475 -1.444576 -0.17 0.15 -0.13 0.55
P 0.637240 -0.339067 -0.538992 -0.04 -0.06 -0.12 0.80
C -0.370322 -1.514314 -1.520966 -0.10 0.04 0.02 0.90
C -1.111039 -1.190880 -2.658003 -0.01 0.00 0.05 0.07
C -1.868113 -2.155763 -3.305609 0.03 -0.01 -0.04 -0.94
C -1.882158 -3.461250 -2.837557 0.00 -0.04 -0.01 -0.58
C -1.141702 -3.797549 -1.715277 0.00 0.00 0.01 -0.55
C -0.403905 -2.827755 -1.052776 0.05 0.00 -0.01 -0.62
C 0.064798 1.308240 -1.122135 0.13 0.00 -0.09 0.03
C -1.299788 1.593924 -1.151201 0.06 0.01 0.04 0.32
C -1.764706 2.852299 -1.501415 0.09 0.03 0.01 -0.23
C -0.864770 3.868183 -1.787841 0.07 0.00 0.01 -0.82
C 0.497129 3.613467 -1.715892 -0.01 0.03 -0.02 -0.63
C 0.958388 2.345510 -1.392411 0.02 -0.06 -0.02 -0.79
C 3.511865 -0.318403 -0.775210 0.02 0.06 0.07 0.50
H 5.121296 -0.586552 2.220858 0.01 0.01 0.00 0.42
H 6.907596 0.576090 0.965922 -0.01 0.00 0.00 0.39
H 6.642946 0.911855 -1.473429 0.00 0.00 0.01 0.37
H 5.384016 0.675353 -3.471021 0.00 0.00 0.00 0.37
H 3.277473 0.105707 -4.647361 0.00 0.00 0.00 0.42
H 1.273664 -0.421966 -3.324601 0.00 -0.01 0.01 0.30
H -1.116501 -0.175212 -3.031456 0.02 0.03 -0.03 0.43
H -2.455535 -1.884461 -4.173212 0.02 0.00 0.02 0.58
H -2.481482 -4.210195 -3.338837 0.00 0.00 0.00 0.38
H -1.158251 -4.810464 -1.337139 0.00 -0.04 0.03 0.50
H 0.151459 -3.092769 -0.158884 0.00 -0.01 -0.01 0.15
H -2.009936 0.817652 -0.889002 0.04 0.01 0.02 -0.39
H -2.831013 3.037101 -1.535407 0.13 0.01 -0.07 0.31
H -1.223620 4.852832 -2.057855 0.00 0.00 0.00 0.39
H 1.209227 4.402457 -1.922452 0.00 0.00 -0.01 0.43
H 2.026247 2.167167 -1.359637 0.02 -0.02 0.00 0.44
Se -4.787967 1.906327 -0.243913 -0.51 -0.12 -0.05 -0.41
Sb -4.714891 -0.233534 -1.173464 0.37 0.12 0.39 0.84
Se -3.820430 -2.052979 0.285634 -0.21 -0.22 -0.21 -0.23
Se -2.609945 -4.279132 1.741718 0.20 -0.50 -0.22 0.05
Se -5.432145 -1.139355 -3.189275 -0.16 0.02 -0.07 -0.45
C -2.485104 2.298554 2.436424 0.08 0.02 0.07 -1.35
C -1.654536 1.218343 3.104205 0.11 0.16 -0.08 2.01
C -1.955238 1.113802 4.589217 0.00 -0.03 -0.01 -1.91
C -0.168123 1.391346 2.840484 -0.01 0.02 -0.03 -1.41
O -2.032126 -0.042063 2.488781 -0.16 -0.32 -0.13 1.26
H -2.311906 3.251445 2.938789 0.03 0.01 0.00 0.37
H -3.546007 2.057937 2.500696 0.03 0.00 0.02 0.39
H -2.213301 2.402502 1.385748 -0.02 -0.02 0.03 0.18
H -1.622671 2.027570 5.083367 -0.01 0.00 0.00 0.45
H -1.424721 0.269265 5.030117 0.02 -0.01 0.00 0.34
H -3.023466 0.990863 4.766561 -0.02 -0.01 -0.01 0.41
H 0.166913 2.340499 3.260969 0.00 0.00 0.01 0.46
H 0.028650 1.394413 1.767549 -0.01 0.01 0.05 0.14
H 0.401521 0.581520 3.298471 0.01 -0.01 0.00 0.35

=====

Record 4
60
Properties=species:S:1:pos:R:3:forces:R:3:mulliken_charge:R:1 method="wB97M-V/def2-TZVPD" e_tot_ha=-2286.8157 e_above_lowest_kcal_mol=47.6 lumo_energy_ha="-0.163 / -0.163" charge=+1 spin_multiplicity=2
Ru -0.364614 0.106667 0.373267 -0.89 -2.08 -1.75 0.44
C 0.996615 2.058267 1.607866 0.05 -0.06 -0.18 -0.33
C 1.408303 0.798106 2.074409 -0.18 -0.21 -0.38 -0.83
C 2.436309 0.114639 1.406449 0.39 0.31 -0.03 -0.08
C 3.087105 0.716423 0.338360 0.04 -0.15 0.22 -0.53
C 2.679547 1.966058 -0.115418 -0.07 0.24 0.15 -0.64
C 1.622332 2.624109 0.496547 0.33 0.05 0.02 -0.29
H 0.266654 2.624467 2.169788 -0.11 -0.08 -0.07 0.67
H 1.021599 0.424502 3.012300 -0.12 -0.07 -0.09 0.55
H 2.782462 -0.838022 1.784925 -0.06 -0.04 -0.04 0.45
H 3.923823 0.216222 -0.130276 -0.04 -0.03 -0.06 0.40
H 3.180978 2.426623 -0.955237 0.03 0.00 0.01 0.42
H 1.321939 3.604154 0.151980 -0.06 -0.02 -0.02 0.49
C -3.162374 -1.805134 0.579164 -0.04 0.07 -0.11 -0.98
C -2.979849 -1.376882 -0.842525 0.10 -0.09 0.03 0.97
C -4.024821 -1.626559 -1.760382 -0.01 -0.05 -0.19 -1.11
C -3.860054 -1.345362 -3.082433 -0.06 -0.02 0.08 -0.89
C -2.640515 -0.799763 -3.536401 0.08 -0.01 0.26 1.00
C -2.380649 -0.524046 -4.893354 0.07 0.06 -0.08 -0.89
C -1.163073 -0.021991 -5.267457 -0.20 -0.10 -0.05 -0.69
C -0.178511 0.230541 -4.304130 0.09 0.02 0.24 -0.73
C -0.409259 -0.018999 -2.967889 -0.10 -0.01 -0.28 1.34
S 0.835960 0.279980 -1.796273 -0.52 -0.08 1.92 -0.22
C -1.648452 -0.544644 -2.560048 -0.03 0.02 -0.60 -1.05
N -1.839881 -0.838273 -1.242594 0.36 0.64 1.74 0.87
H -3.218265 -2.895518 0.618793 0.00 -0.02 -0.01 0.45
H -4.099481 -1.413692 0.976856 0.00 -0.02 -0.01 0.31
H -2.346825 -1.471112 1.209537 -0.12 -0.08 0.03 -0.02
H -4.947743 -2.056686 -1.396669 0.02 -0.01 0.05 0.55
H -4.646675 -1.548994 -3.798486 -0.03 0.02 0.02 0.44
H -3.152977 -0.716366 -5.626461 0.00 -0.02 0.01 0.41
H -0.954954 0.177364 -6.309625 0.01 0.03 0.01 0.40
H 0.782939 0.629380 -4.601976 -0.01 0.01 -0.03 0.48
N 0.159280 -2.975093 -0.322884 0.05 -0.18 -0.15 -0.34
C 0.076859 -4.223297 0.164780 -0.01 0.05 0.12 -0.18
C -0.016047 -4.117273 1.536674 0.00 0.06 0.04 -1.02
C 0.024753 -2.744267 1.797110 0.13 -0.16 0.08 -0.55
N 0.140790 -2.071561 0.659283 -0.15 1.83 -0.07 0.73
H 0.277226 -2.676617 -1.278486 0.01 0.13 -0.01 0.13
H 0.094686 -5.088881 -0.474846 0.03 0.04 -0.07 0.47
H -0.097750 -4.914856 2.252882 0.01 -0.02 -0.02 0.44
H -0.023181 -2.219700 2.737400 -0.06 0.04 -0.03 0.59
C -7.740228 -0.667975 3.757075 0.01 0.09 0.07 -1.46
C -6.384481 -0.140154 3.382504 -0.02 -0.06 -0.05 0.90
C -6.236473 0.733542 2.307484 0.05 0.01 -0.02 -0.81
C -4.985500 1.185095 1.915425 0.03 0.11 -0.07 -0.51
C -3.873528 0.757680 2.618415 0.40 0.06 -0.12 0.10
C -3.994483 -0.076917 3.719545 0.02 0.00 0.04 -0.31
C -5.249509 -0.522262 4.097141 0.07 0.05 -0.07 -0.90
S -2.231576 1.240776 2.151465 -0.73 0.34 0.63 1.62
O -1.367855 0.071437 2.482538 0.49 -0.17 -0.77 -0.52
O -1.874904 2.448311 2.831740 -0.12 -0.09 -0.01 -0.70
O -2.199113 1.350624 0.654984 1.02 -0.20 -0.34 -0.83
H -8.432520 -0.586100 2.921194 -0.03 -0.02 0.02 0.38
H -8.154551 -0.101982 4.593674 -0.01 0.00 -0.01 0.31
H -7.682275 -1.711176 4.065123 -0.01 -0.01 -0.01 0.38
H -7.111250 1.063326 1.761235 -0.01 -0.04 -0.01 0.39
H -4.876188 1.854462 1.071668 -0.01 -0.03 -0.02 0.47
H -3.105267 -0.374758 4.258416 -0.05 -0.08 0.04 0.46
H -5.343754 -1.183233 4.949481 -0.03 -0.02 -0.01 0.41